Record 1
Formula: C31H55BrCrNO3P3
Source: OMol25
Level of theory: wB97M-V/def2-TZVPD

Summary:
Expectation value of S²: 6.08
E_tot: -6136.6014 hartree
Net charge: +2
Relative energy (zero: lowest compared OMol25 entry of this formula, charge and spin): 43.4 kcal/mol
Lowest unoccupied orbital energy (alpha / beta): -7.285 / -8.238 eV
Multiplicity: 5
Strongest force on any atom: 4.58 eV/Å
Orbital gap (alpha / beta): 6.343 / 5.300 eV

Positions of all 95 atoms, in Å:
N (-5.100, 1.657, -2.379)
C (-4.755, 2.117, -1.177)
C (-3.486, 1.885, -0.628)
C (-2.483, 1.305, -1.427)
C (-2.855, 0.838, -2.708)
C (-4.191, 1.033, -3.127)
C (-1.072, 1.334, -0.961)
Cr (0.358, -0.101, -0.594)
P (2.882, -0.551, -0.516)
C (-0.023, 1.362, -2.003)
C (0.876, 2.532, -2.165)
C (1.646, 2.667, -3.348)
C (2.625, 3.648, -3.466)
C (2.884, 4.497, -2.376)
C (2.035, 4.459, -1.253)
C (0.999, 3.524, -1.174)
Br (4.317, 5.620, -2.407)
H (-0.964, 2.010, -0.101)
H (-0.290, 0.945, -2.983)
H (-3.269, 2.207, 0.385)
H (-2.142, 0.356, -3.387)
H (-5.503, 2.692, -0.631)
H (-4.503, 0.672, -4.115)
H (1.466, 2.000, -4.195)
H (0.280, 3.601, -0.356)
H (3.210, 3.741, -4.377)
H (2.191, 5.163, -0.440)
P (-0.675, -2.231, -1.004)
C (3.728, 1.094, -0.297)
C (5.189, 1.032, -0.735)
H (3.657, 1.362, 0.766)
H (3.166, 1.849, -0.867)
H (5.706, 1.970, -0.493)
H (5.718, 0.218, -0.224)
H (5.274, 0.869, -1.817)
C (2.288, -0.419, -2.260)
C (3.056, -1.194, -3.331)
H (2.349, 0.634, -2.550)
H (1.212, -0.766, -2.260)
H (2.490, -1.133, -4.272)
H (4.035, -0.729, -3.507)
H (3.201, -2.246, -3.065)
C (2.028, -0.747, 1.116)
C (2.710, -1.686, 2.120)
H (1.007, -1.215, 0.870)
H (1.923, 0.244, 1.593)
H (1.988, -1.886, 2.923)
H (2.980, -2.627, 1.635)
H (3.607, -1.217, 2.546)
C (-0.407, -3.561, 0.249)
C (-1.452, -4.668, 0.185)
H (-0.374, -3.105, 1.250)
H (0.598, -3.972, 0.061)
H (-2.418, -4.327, 0.575)
H (-1.614, -5.023, -0.842)
H (-1.142, -5.536, 0.782)
C (-0.062, -3.074, -2.529)
C (-0.666, -2.630, -3.858)
H (-0.201, -4.156, -2.389)
H (1.026, -2.914, -2.546)
H (-1.685, -3.010, -4.008)
H (-0.691, -1.538, -3.960)
H (-0.052, -3.014, -4.684)
C (-2.493, -2.053, -1.218)
C (-3.222, -1.483, -0.003)
H (-2.943, -3.011, -1.516)
H (-2.624, -1.376, -2.075)
H (-4.022, -0.802, -0.318)
H (-3.668, -2.252, 0.645)
H (-2.557, -0.870, 0.619)
C (0.758, 3.514, 3.556)
C (0.231, 2.649, 2.440)
O (0.277, 1.257, 2.856)
P (-0.629, 0.159, 2.039)
O (-2.136, 0.603, 2.433)
C (-2.716, 0.807, 3.806)
C (-1.711, 0.975, 4.899)
O (-0.361, -1.208, 2.903)
C (-1.325, -2.179, 3.533)
C (-0.456, -3.293, 4.042)
H (0.124, 3.467, 4.449)
H (0.772, 4.545, 3.187)
H (1.780, 3.226, 3.829)
H (-0.803, 2.923, 2.180)
H (0.841, 2.756, 1.529)
H (-3.334, 1.699, 3.684)
H (-3.364, -0.060, 3.975)
H (-1.069, 1.847, 4.745)
H (-2.255, 1.139, 5.835)
H (-1.091, 0.084, 5.040)
H (-1.863, -1.661, 4.340)
H (-2.039, -2.525, 2.766)
H (0.287, -2.910, 4.751)
H (-1.081, -4.025, 4.560)
H (0.063, -3.803, 3.222)

Record 2
Formula: C31H55HgN5O2Si4
Source: OMol25
Level of theory: wB97M-V/def2-TZVPD

Summary:
E_tot: -2949.9029 hartree
Net charge: -2
Lowest unoccupied orbital energy: 4.349 eV
Multiplicity: 1
Strongest force on any atom: 0.61 eV/Å
Orbital gap: 4.927 eV

Positions of all 98 atoms, in Å:
Hg (-0.784, -0.657, 0.907)
C (-0.122, -1.144, 5.145)
N (-0.648, -0.165, 4.225)
C (-1.541, 0.635, 4.672)
C (-2.229, 1.663, 3.934)
C (-3.201, 2.530, 4.471)
C (-3.610, 3.344, 3.408)
C (-2.857, 2.904, 2.295)
N (-2.028, 1.897, 2.604)
C (-0.493, -2.539, 4.692)
C (0.262, -3.201, 3.729)
C (-0.105, -4.462, 3.278)
C (-1.233, -5.087, 3.799)
C (-2.001, -4.430, 4.753)
C (-1.632, -3.163, 5.190)
H (-0.483, -0.998, 6.177)
H (0.969, -1.062, 5.159)
H (-1.845, 0.560, 5.731)
H (-3.544, 2.555, 5.499)
H (-4.352, 4.130, 3.425)
H (-2.894, 3.295, 1.283)
H (1.125, -2.700, 3.303)
H (0.473, -4.944, 2.498)
H (-1.525, -6.069, 3.445)
H (-2.895, -4.901, 5.149)
H (-2.244, -2.639, 5.917)
C (2.855, 2.314, 3.643)
N (2.390, 1.838, 2.365)
C (1.189, 2.483, 1.834)
C (2.844, 0.713, 1.750)
O (2.239, 0.187, 0.833)
N (4.060, 0.180, 2.260)
C (4.283, -1.184, 1.801)
C (5.216, 1.032, 2.006)
H (1.992, 2.488, 4.291)
H (3.404, 3.260, 3.552)
H (3.501, 1.573, 4.110)
H (1.352, 3.564, 1.775)
H (0.320, 2.273, 2.458)
H (0.974, 2.094, 0.842)
H (3.354, -1.744, 1.850)
H (5.029, -1.655, 2.447)
H (4.634, -1.220, 0.763)
H (4.966, 2.078, 2.174)
H (5.566, 0.931, 0.970)
H (6.037, 0.761, 2.675)
C (0.957, -2.307, -3.026)
Si (1.419, -0.516, -3.462)
C (1.491, -0.546, -5.360)
C (3.231, -0.345, -2.937)
Si (0.058, 0.966, -2.305)
Si (-1.706, 1.180, -3.786)
C (-2.928, 2.475, -3.145)
C (-2.669, -0.457, -3.807)
C (-1.535, 1.615, -5.625)
Si (1.182, 2.971, -2.652)
C (0.167, 4.390, -1.900)
C (1.647, 3.649, -4.366)
C (2.822, 3.027, -1.692)
H (1.815, -2.981, -3.146)
H (0.157, -2.661, -3.690)
H (0.599, -2.389, -1.993)
H (2.230, -1.275, -5.717)
H (1.752, 0.442, -5.760)
H (0.513, -0.814, -5.778)
H (3.839, -1.157, -3.356)
H (3.308, -0.373, -1.842)
H (3.651, 0.609, -3.271)
H (-3.109, 2.340, -2.073)
H (-3.889, 2.418, -3.672)
H (-2.524, 3.484, -3.282)
H (-2.772, -0.851, -2.788)
H (-2.132, -1.211, -4.399)
H (-3.672, -0.335, -4.236)
H (-1.056, 2.593, -5.751)
H (-2.519, 1.645, -6.110)
H (-0.909, 0.882, -6.148)
H (-0.645, 4.689, -2.574)
H (0.796, 5.269, -1.715)
H (-0.295, 4.087, -0.953)
H (0.750, 3.757, -4.989)
H (2.323, 2.964, -4.892)
H (2.135, 4.629, -4.289)
H (2.732, 2.490, -0.739)
H (3.109, 4.065, -1.482)
H (3.633, 2.553, -2.253)
O (-0.905, -3.861, 0.072)
N (-2.104, -3.959, -0.292)
C (-3.097, -4.032, 0.635)
C (-4.417, -4.154, 0.250)
C (-4.762, -4.175, -1.092)
C (-3.746, -4.027, -2.020)
C (-2.435, -3.902, -1.612)
H (-2.745, -3.979, 1.656)
H (-5.172, -4.208, 1.024)
H (-5.795, -4.266, -1.402)
H (-3.956, -3.987, -3.081)
H (-1.591, -3.739, -2.264)

Record 3
Formula: C31H56AlBrCaCl5LiN4O7Si2
Source: OMol25
Level of theory: wB97M-V/def2-TZVPD

Summary:
E_tot: -8340.8627 hartree
Lowest unoccupied orbital energy: -5.378 eV
Multiplicity: 1
Strongest force on any atom: 7.88 eV/Å
Orbital gap: 1.079 eV

Positions of all 109 atoms, in Å:
C (-1.974, 0.496, -3.619)
C (-0.655, 0.293, -4.541)
O (-0.670, 0.936, -5.666)
O (0.421, -0.578, -4.162)
C (1.585, -0.238, -4.979)
C (2.931, -1.008, -4.552)
C (2.707, -2.379, -3.745)
C (4.088, -2.887, -3.027)
C (4.311, -1.913, -1.767)
C (5.537, -2.333, -0.807)
C (5.794, -1.322, 0.439)
C (6.032, 0.198, -0.152)
N (6.215, 1.345, -0.585)
C (4.600, -1.348, 1.562)
C (3.514, -0.283, 1.041)
N (2.629, 0.437, 0.642)
C (5.313, -0.951, 2.944)
C (5.564, 0.621, 3.164)
C (4.714, 1.272, 4.379)
C (3.986, 2.673, 3.968)
N (3.147, 2.562, 2.734)
C (3.853, -2.779, 1.619)
C (2.752, -2.972, 2.771)
C (2.063, -1.857, 3.613)
C (0.983, -2.203, 4.687)
C (0.513, -3.701, 4.964)
C (1.175, -4.827, 4.102)
C (0.795, -6.397, 4.206)
C (2.281, -4.455, 3.047)
H (-2.906, 0.273, -4.300)
H (-1.969, -0.140, -2.670)
H (-2.044, 1.633, -3.389)
H (1.428, -0.441, -6.107)
H (1.809, 0.959, -4.794)
H (3.479, -1.297, -5.536)
H (3.610, -0.244, -4.031)
H (1.994, -2.142, -2.859)
H (2.192, -3.207, -4.347)
H (4.969, -2.914, -3.772)
H (3.916, -3.948, -2.603)
H (3.314, -1.912, -1.174)
H (4.435, -0.825, -2.142)
H (6.502, -2.274, -1.485)
H (5.487, -3.446, -0.486)
H (6.819, -1.622, 0.896)
H (6.363, -1.454, 2.960)
H (4.785, -1.340, 3.882)
H (5.398, 1.283, 2.242)
H (6.704, 0.754, 3.452)
H (5.465, 1.573, 5.210)
H (3.991, 0.528, 4.874)
H (4.762, 3.511, 3.762)
H (3.269, 3.006, 4.819)
H (3.503, 3.133, 1.957)
H (2.158, 2.784, 2.903)
H (3.331, -3.069, 0.624)
H (4.670, -3.589, 1.775)
H (2.355, -0.764, 3.470)
H (0.456, -1.397, 5.312)
H (-0.278, -3.938, 5.765)
H (0.725, -6.763, 3.106)
H (-0.264, -6.558, 4.643)
H (1.591, -7.026, 4.732)
H (2.758, -5.304, 2.450)
Ca (7.651, -0.498, -1.968)
O (-2.118, -1.668, 9.294)
Cl (-1.306, -2.186, 8.190)
O (-2.081, -3.127, 7.423)
O (-0.138, -2.840, 8.728)
O (-0.900, -1.091, 7.345)
Br (1.187, 2.379, -4.180)
Li (-1.675, 2.717, -5.519)
Cl (7.719, 1.027, 5.126)
C (-5.289, 2.436, -2.060)
Si (-6.303, 2.993, -3.580)
C (-6.691, 1.464, -4.612)
C (-5.188, 4.120, -4.588)
N (-7.725, 3.780, -3.006)
Si (-8.900, 4.440, -4.096)
C (-9.682, 3.138, -5.201)
C (-8.202, 5.805, -5.181)
C (-10.289, 5.203, -3.070)
H (-4.363, 1.929, -2.364)
H (-5.012, 3.304, -1.458)
H (-5.867, 1.745, -1.437)
H (-5.792, 0.864, -4.764)
H (-7.068, 1.734, -5.601)
H (-7.432, 0.833, -4.114)
H (-5.034, 5.076, -4.081)
H (-5.603, 4.314, -5.579)
H (-4.205, 3.651, -4.732)
H (-8.993, 2.798, -5.977)
H (-10.562, 3.551, -5.705)
H (-10.006, 2.273, -4.617)
H (-7.636, 6.527, -4.585)
H (-9.014, 6.344, -5.678)
H (-7.549, 5.408, -5.961)
H (-9.904, 5.999, -2.428)
H (-10.765, 4.446, -2.441)
H (-11.051, 5.631, -3.728)
C (4.235, -3.201, 6.672)
Cl (5.715, -2.367, 7.167)
Cl (3.902, -2.953, 4.950)
H (4.350, -4.269, 6.860)
H (3.398, -2.812, 7.252)
Al (-4.631, 0.508, -3.028)
O (-3.230, -0.615, 7.604)
H (-3.960, -0.158, 8.033)
Cl (-2.945, 1.126, -0.706)

Record 4
Formula: C31H56BN6O2PS2W
Source: OMol25
Level of theory: wB97M-V/def2-TZVPD

Summary:
Expectation value of S²: 0.77
E_tot: -2922.6301 hartree
Net charge: +3
Lowest unoccupied orbital energy (alpha / beta): -10.611 / -10.546 eV
Multiplicity: 2
Strongest force on any atom: 0.79 eV/Å
Orbital gap (alpha / beta): 6.455 / 6.710 eV

Positions of all 100 atoms, in Å:
W (0.079, -1.040, -1.185)
C (3.780, -2.789, -1.177)
C (3.581, -1.289, -1.405)
C (2.739, -0.924, -2.619)
C (3.005, -0.597, -0.213)
C (3.605, -0.007, 0.871)
C (2.601, 0.621, 1.613)
C (2.807, 1.454, 2.848)
C (2.874, 2.945, 2.495)
C (1.817, 1.175, 3.978)
N (1.419, 0.382, 1.011)
N (1.660, -0.391, -0.107)
B (0.111, 1.201, 0.937)
N (-0.085, 1.767, -0.517)
N (-0.049, 0.983, -1.679)
C (-0.124, 1.807, -2.757)
C (-0.174, 3.107, -2.293)
C (-0.141, 3.062, -0.910)
C (-0.100, 4.244, 0.015)
C (-1.270, 5.191, -0.271)
C (1.239, 4.972, -0.169)
C (-0.245, 1.384, -4.203)
C (0.507, 2.373, -5.103)
C (0.172, -0.033, -4.570)
N (-1.089, 0.112, 1.204)
N (-1.413, -0.593, -0.027)
C (-2.851, -0.619, -0.124)
C (-3.384, -0.257, 1.033)
C (-2.377, 0.290, 1.966)
C (-2.785, 1.566, 2.692)
C (-1.930, 2.011, 3.864)
C (-3.006, 2.695, 1.684)
C (-3.530, -0.813, -1.446)
C (-4.899, -1.475, -1.286)
C (-2.678, -1.540, -2.448)
H (4.143, -3.266, -2.087)
H (4.524, -2.953, -0.397)
H (2.853, -3.279, -0.876)
H (4.562, -0.837, -1.572)
H (3.052, -1.435, -3.530)
H (1.698, -1.320, -2.539)
H (2.676, 0.150, -2.782)
H (4.660, 0.018, 1.097)
H (3.799, 1.151, 3.193)
H (1.904, 3.295, 2.133)
H (3.120, 3.518, 3.389)
H (3.630, 3.160, 1.740)
H (0.904, 1.755, 3.853)
H (1.547, 0.121, 4.061)
H (2.262, 1.474, 4.927)
H (0.049, 2.043, 1.761)
H (-0.235, 3.997, -2.895)
H (-0.162, 3.890, 1.044)
H (-1.157, 5.647, -1.256)
H (-2.240, 4.693, -0.238)
H (-1.277, 5.998, 0.461)
H (1.296, 5.417, -1.164)
H (1.325, 5.778, 0.560)
H (2.097, 4.310, -0.044)
H (-1.311, 1.496, -4.431)
H (1.572, 2.388, -4.860)
H (0.402, 2.071, -6.145)
H (0.120, 3.386, -5.019)
H (1.240, -0.101, -4.770)
H (-0.068, -0.800, -3.823)
H (-0.350, -0.372, -5.464)
H (-4.442, -0.200, 1.241)
H (-3.764, 1.268, 3.087)
H (-0.946, 2.351, 3.545)
H (-2.426, 2.856, 4.340)
H (-1.801, 1.235, 4.618)
H (-2.047, 3.097, 1.352)
H (-3.574, 2.382, 0.805)
H (-3.556, 3.510, 2.153)
H (-3.671, 0.207, -1.824)
H (-4.804, -2.456, -0.818)
H (-5.568, -0.865, -0.680)
H (-5.377, -1.603, -2.257)
H (-2.581, -2.605, -2.258)
H (-2.972, -1.374, -3.484)
H (-1.633, -1.120, -2.464)
C (-1.516, -6.662, 1.766)
C (-0.976, -6.449, 0.381)
O (-0.031, -5.284, 0.379)
P (-0.587, -3.819, 0.290)
S (-1.176, -0.861, 2.686)
S (0.062, -3.191, -1.878)
O (0.672, -2.936, 0.786)
C (1.276, -3.082, 2.141)
C (2.250, -4.230, 2.203)
H (-2.156, -7.545, 1.764)
H (-2.123, -5.819, 2.100)
H (-0.711, -6.833, 2.479)
H (-1.748, -6.251, -0.362)
H (-0.360, -7.269, 0.027)
H (0.468, -3.169, 2.868)
H (1.777, -2.126, 2.287)
H (1.759, -5.197, 2.241)
H (2.850, -4.112, 3.107)
H (2.927, -4.214, 1.350)

Record 5
Formula: C31H56CrN3O3P2
Source: OMol25
Level of theory: wB97M-V/def2-TZVPD

Summary:
Expectation value of S²: 6.33
E_tot: -3331.6769 hartree
Net charge: +1
Lowest unoccupied orbital energy (alpha / beta): -3.156 / -2.916 eV
Multiplicity: 5
Strongest force on any atom: 5.21 eV/Å
Orbital gap (alpha / beta): 5.866 / 6.590 eV

Positions of all 96 atoms, in Å:
C (-0.909, 0.468, -3.615)
C (-2.216, 0.903, -1.706)
C (-1.575, 1.454, -4.330)
C (-2.824, 2.007, -2.343)
C (-2.461, 2.301, -3.649)
H (-1.327, 1.579, -5.380)
H (-3.592, 2.551, -1.793)
H (-2.872, 3.165, -4.159)
N (-1.062, 0.400, -2.282)
P (1.216, -1.174, -2.945)
P (-2.389, 2.318, 2.184)
C (0.023, -0.575, -4.231)
H (-0.557, -1.438, -4.600)
H (0.521, -0.145, -5.108)
C (-2.808, 0.153, -0.651)
H (-3.692, 0.586, -0.188)
C (-3.774, 1.837, 3.299)
C (-0.821, 2.661, 3.096)
C (1.201, -3.008, -2.580)
C (2.805, -0.436, -3.541)
C (-3.538, 0.355, 3.637)
H (-2.703, 0.207, 4.334)
H (-4.449, -0.055, 4.094)
H (-3.321, -0.214, 2.718)
C (-3.904, 2.728, 4.546)
H (-3.087, 2.614, 5.268)
H (-3.974, 3.782, 4.246)
H (-4.843, 2.452, 5.050)
C (-5.061, 2.009, 2.456)
H (-5.929, 2.063, 3.125)
H (-5.008, 2.930, 1.857)
H (-5.213, 1.159, 1.775)
C (-0.596, 1.834, 4.372)
H (-0.483, 0.768, 4.125)
H (0.347, 2.173, 4.828)
H (-1.391, 1.944, 5.118)
C (0.290, 2.307, 2.091)
H (0.422, 1.220, 2.004)
H (0.066, 2.701, 1.089)
H (1.246, 2.735, 2.427)
C (-0.863, 4.175, 3.361)
H (-1.662, 4.449, 4.063)
H (0.097, 4.499, 3.782)
H (-1.031, 4.720, 2.421)
C (3.925, -0.783, -2.548)
H (4.855, -0.327, -2.919)
H (3.719, -0.373, -1.551)
H (4.093, -1.864, -2.454)
C (2.637, 1.096, -3.602)
H (1.771, 1.400, -4.204)
H (2.545, 1.531, -2.600)
H (3.538, 1.516, -4.071)
C (3.135, -0.972, -4.944)
H (4.002, -0.415, -5.326)
H (3.397, -2.035, -4.929)
H (2.311, -0.826, -5.651)
C (-0.219, -3.534, -2.825)
H (-0.573, -3.339, -3.847)
H (-0.223, -4.621, -2.653)
H (-0.923, -3.089, -2.110)
C (1.540, -3.204, -1.082)
H (0.765, -2.755, -0.427)
H (1.556, -4.288, -0.887)
H (2.514, -2.787, -0.787)
C (2.197, -3.778, -3.448)
H (1.979, -3.655, -4.517)
H (3.237, -3.497, -3.241)
H (2.090, -4.845, -3.202)
Cr (0.126, -0.585, -1.036)
C (1.617, 0.523, -0.272)
O (2.467, 1.326, -0.169)
N (-1.266, -1.617, -0.407)
C (-2.489, -1.175, -0.428)
C (-3.614, -2.250, -0.319)
C (-4.929, -1.634, 0.149)
C (-3.841, -2.878, -1.697)
C (-3.188, -3.366, 0.628)
H (-4.818, -1.166, 1.139)
H (-5.304, -0.882, -0.559)
H (-5.691, -2.421, 0.243)
H (-2.941, -3.395, -2.041)
H (-4.642, -3.629, -1.640)
H (-4.117, -2.127, -2.448)
H (-3.864, -4.223, 0.532)
H (-2.169, -3.688, 0.384)
H (-3.215, -3.025, 1.668)
N (4.942, -1.347, 2.936)
C (3.664, -0.595, 2.923)
C (2.995, -1.078, 1.624)
O (3.714, -1.786, 0.867)
O (1.796, -0.704, 1.411)
H (4.935, -1.873, 2.018)
H (4.985, -1.967, 3.750)
H (5.732, -0.706, 3.000)
H (3.080, -0.818, 3.817)
H (3.866, 0.480, 2.872)

Asked for molecular weight across the records above, the calculation gives 714.61, 842.75, 984.15, 834.59, 632.75 g/mol in order.